ORCA calculation (ωB97M-V/def2-TZVPD) on a structure of composition C22H39CuFO8 at a distorted geometry.

Properties
energy relative to the best compared isomer or geometry (same formula, charge and spin): 444.0 kJ/mol
Kohn-Sham gap: 0.0878 hartree
highest occupied orbital energy: -2.859 eV
LUMO level: -0.469 eV
charge: -1
largest force on an atom: 0.067 Eh/bohr

Last column: Löwdin charge in e.
Cartesian coordinates (Å):
H -5.09 27.57 -0.78  0.105
H -17.88 22.02 -10.95  0.096
H -10.10 17.32 -4.78  0.121
H -15.90 25.09 -5.17  0.046
H -11.74 14.80 -5.30  0.073
O -14.93 27.34 -6.90  -0.347
O -8.01 28.08 -9.61  -0.332
O -11.90 19.45 -4.70  0.076
Cu -11.80 24.07 -7.97  0.486
H -10.25 16.58 -13.16  0.119
C -10.54 17.97 -14.77  -0.067
C -8.10 26.49 -1.70  -0.278
H -4.89 29.03 -9.33  0.041
H -13.10 18.17 -2.08  0.069
O -17.64 18.95 -10.08  -0.018
C -17.10 20.13 -10.48  -0.534
H -9.77 25.98 -0.37  0.110
C -16.88 18.03 -9.23  -0.211
C -6.11 27.25 -0.64  -0.102
H -6.09 27.35 1.42  0.095
C -18.04 20.99 -11.26  0.007
H -14.13 19.06 -3.10  0.092
H -16.22 28.24 -5.44  0.074
H -17.69 16.12 -9.90  0.077
H -7.16 20.30 -11.25  0.093
C -17.68 16.80 -9.05  -0.096
H -8.52 26.57 1.66  0.098
H -15.27 26.34 -4.14  0.046
C -16.02 27.31 -5.98  -0.481
H -17.00 26.14 -4.50  0.040
H -6.39 27.47 -10.55  0.062
H -6.29 27.02 -2.76  0.119
C -8.04 26.70 0.70  -0.086
H -6.29 29.43 -8.17  0.057
H -17.22 16.19 -8.27  0.077
H -10.01 14.99 -5.53  0.076
O -15.99 20.56 -10.24  0.096
H -19.11 20.79 -11.22  0.079
O -9.71 19.67 -11.32  0.122
C -6.77 26.91 -1.80  -0.017
H -6.17 30.02 -9.85  0.049
H -15.88 17.96 -9.66  0.127
F -8.78 26.17 -2.80  0.075
C -8.77 26.37 -0.47  0.000
C -8.90 19.13 -11.98  -0.585
H -16.77 18.42 -8.22  0.124
H -11.19 17.26 -6.02  0.124
O -11.97 17.24 -4.08  -0.023
H -18.69 16.85 -8.65  0.084
H -16.96 27.03 -6.47  0.059
H -10.58 19.06 -14.86  0.081
C -11.04 16.83 -5.03  -0.273
C -15.99 26.15 -4.93  -0.152
C -12.20 18.59 -3.88  -0.459
H -11.54 17.70 -15.13  0.072
H -10.66 15.06 -3.90  0.077
H -6.97 19.18 -12.68  0.083
H -9.87 17.50 -15.49  0.074
O -9.06 18.22 -12.91  0.004
C -6.65 27.88 -9.58  -0.561
H -17.85 20.75 -12.30  0.090
C -10.85 15.32 -4.94  -0.061
H -11.16 17.97 -12.73  0.123
H -6.23 27.08 -8.96  0.058
C -5.96 29.19 -9.17  -0.138
C -10.28 17.66 -13.29  -0.228
C -7.43 19.35 -11.71  0.020
H -12.75 19.86 -2.11  0.092
H -7.11 18.56 -11.04  0.088
C -6.72 27.09 0.58  -0.118
C -13.10 19.04 -2.74  0.014

---

ORCA calculation (ωB97M-V/def2-TZVPD) on a structure of composition C22H39FHgO6S at a distorted geometry.

Properties
Kohn-Sham gap: 0.0503 hartree
highest occupied orbital energy: -13.415 eV
LUMO level: -12.045 eV
charge: +2
largest force on an atom: 0.049 Eh/bohr

Last column: Löwdin charge in e.
Cartesian coordinates (Å):
S 0.10 0.26 1.80  0.650
H -3.53 -1.19 -0.40  0.131
C -1.79 4.19 -1.12  -0.184
H -0.38 -5.82 1.68  0.097
O -1.78 -2.22 1.69  -0.256
C -2.22 3.36 0.12  -0.176
H -0.94 -3.79 2.69  0.105
H 1.00 -4.07 -1.58  0.087
C -1.71 -1.12 0.81  -0.448
C 2.16 -2.84 0.74  -0.060
H 0.28 2.51 -1.02  0.089
H -3.12 1.91 -1.14  0.122
C 4.18 2.67 -0.71  -0.215
H 4.06 0.56 -2.08  0.086
H 4.61 1.33 -3.57  0.104
O -0.42 -0.66 0.58  -0.077
C 4.81 1.22 -2.50  -0.063
C 3.23 3.88 -0.72  -0.139
C 1.34 -4.12 0.58  -0.359
C -3.87 -0.80 3.66  0.120
H 3.21 -3.09 0.61  0.093
H 1.69 -4.92 1.23  0.145
H -2.40 -0.26 -2.29  0.126
C -2.49 -1.48 -0.47  -0.016
C -3.22 1.09 0.82  -0.077
O -1.33 0.83 2.20  -0.093
H 4.97 2.94 0.02  0.151
H 1.91 4.57 -2.22  0.108
H 1.45 -5.70 -0.96  0.084
H 1.91 -2.10 -0.02  0.088
H 2.09 -2.39 1.73  0.070
C 2.01 3.67 -1.62  -0.160
H -0.67 -5.90 -0.05  0.089
O 0.51 -0.53 2.91  -0.196
Hg -3.27 -3.10 3.20  1.364
H -1.54 1.44 -0.58  0.095
H 0.19 -2.53 2.38  0.093
C -1.86 -1.06 -1.80  -0.146
C -0.33 4.63 -1.12  -0.187
H 2.14 2.86 -2.34  0.112
O 4.80 2.51 -1.94  -0.102
C -0.19 -3.91 0.71  -0.311
H 2.63 -4.40 -1.11  0.083
H -4.10 0.63 0.38  0.129
H 3.80 4.74 -1.06  0.122
H 3.70 1.77 -0.33  0.120
O 1.04 1.19 1.34  -0.149
H -0.21 5.41 -0.37  0.122
H -2.50 -2.57 -0.50  0.127
H 2.98 4.08 0.32  0.117
H -4.38 -1.10 4.55  0.075
C -2.39 0.04 1.59  -0.336
C -0.85 -5.31 0.84  -0.035
C 0.68 3.51 -0.83  -0.198
C -0.61 -3.08 1.91  -0.122
C 1.60 -4.63 -0.86  -0.049
C -2.48 1.90 -0.26  -0.172
H -3.19 3.77 0.42  0.116
H -0.80 -0.83 -1.74  0.128
H -3.61 1.78 1.57  0.140
H -2.41 5.08 -1.16  0.113
F -1.98 -2.16 -2.66  -0.033
H -1.52 3.47 0.94  0.118
H -1.93 -5.23 0.97  0.074
H 5.81 0.78 -2.44  0.109
H -2.03 3.62 -2.02  0.112
H -0.10 5.07 -2.09  0.109
H -0.53 -3.52 -0.25  0.131
C -3.19 -0.46 2.72  0.019
H 0.96 3.60 0.21  0.089

---

ORCA calculation (ωB97M-V/def2-TZVPD) on a structure of composition C22H40BiN8O5P2S2Se2Te2 at a distorted geometry.

Properties
energy relative to the best compared isomer or geometry (same formula, charge and spin): 130.3 kJ/mol
Kohn-Sham gap (spin up / spin down): 0.2453 / 0.2083 hartree
spin multiplicity: 2
highest occupied orbital energy (spin up / spin down): -6.499 / -6.514 eV
LUMO level (spin up / spin down): 0.176 / -0.845 eV
charge: 0
largest force on an atom: 0.040 Eh/bohr

Last column: Löwdin charge in e.
Cartesian coordinates (Å):
H 5.57 -3.43 0.26  0.155
C 4.24 -2.73 1.75  -0.062
P -1.00 -1.70 -2.80  -0.135
H 1.48 2.92 0.68  -0.003
S -0.13 -0.52 -4.15  0.288
C 4.11 -1.99 -0.30  -0.309
N 4.80 -2.83 0.51  0.116
C 0.10 -0.83 4.05  -0.425
H 0.42 -0.96 1.26  0.075
O 0.78 2.55 -1.70  -0.710
C -3.22 -0.45 -3.35  -0.347
H -1.96 -4.87 -3.99  0.117
C -1.98 -4.14 -3.17  -0.319
H 5.98 -2.25 -4.44  0.112
H 4.61 -3.29 2.59  0.113
H -0.12 4.85 -0.53  0.086
H 1.09 1.55 4.63  0.120
O -1.47 -2.94 -3.73  -0.366
H -0.79 4.38 -3.61  0.100
C 4.19 -1.15 -3.73  -0.170
H -2.76 0.48 -3.71  0.073
H 1.44 3.47 3.05  0.114
C -2.02 -2.52 5.86  -0.067
Se 2.41 1.50 -3.84  -0.091
H -2.63 2.40 5.36  0.076
N 3.16 -1.36 0.37  0.002
N -0.88 -0.50 4.94  -0.069
C 0.42 0.23 3.06  -0.109
C -3.38 -3.97 -2.63  -0.079
H -5.22 0.28 -3.51  0.075
N 3.64 -1.05 -2.50  -0.050
C -1.89 0.51 4.68  -0.198
H -1.46 -0.72 6.91  0.111
H -1.60 -3.17 5.09  0.075
N -0.55 2.45 -4.39  0.004
C 1.07 2.51 2.72  -0.004
C 0.52 0.03 1.67  -0.121
H -4.04 -3.59 -3.40  0.076
H -0.88 2.26 5.47  0.057
C 0.87 1.48 3.57  -0.045
C 3.23 -1.81 1.64  -0.105
H -2.87 0.03 4.79  0.119
H -2.04 4.75 1.04  0.080
H -1.30 -4.48 -2.37  0.073
H 3.78 -0.63 -4.57  0.038
C 0.78 2.33 1.29  -0.278
P -0.73 2.78 -1.68  0.419
H -3.00 -2.19 5.55  0.066
H -4.47 0.51 -1.92  0.073
O -1.60 1.66 -1.29  -0.305
N 5.39 -2.38 -2.38  0.116
H -0.22 2.79 1.07  0.099
H -0.09 -1.73 6.39  0.121
C -4.58 -0.17 -2.75  -0.064
H -2.25 3.36 -3.55  0.097
C -1.16 3.37 -3.44  -0.217
H -0.82 1.43 -4.25  -0.030
H -1.71 5.01 -1.33  0.083
H -3.28 -1.15 -4.19  0.110
N 0.76 0.98 0.82  -0.088
C -1.82 1.72 5.60  -0.065
Se 3.75 1.41 -0.32  -0.042
S -0.04 -2.32 -1.19  0.230
H 6.11 -2.98 -2.02  0.154
H -3.37 -3.28 -1.79  0.066
C -1.08 -1.35 6.10  -0.202
H -0.70 2.71 -5.37  0.152
Bi 1.72 0.37 -1.48  1.126
C 5.28 -1.96 -3.68  -0.067
H -3.77 -4.93 -2.28  0.075
H 2.55 -1.48 2.40  0.084
H -1.79 0.83 3.64  0.121
C 4.37 -1.80 -1.69  -0.291
N -1.67 3.95 0.53  -0.068
H -1.92 1.43 6.64  0.065
O 0.75 -1.86 4.13  0.072
H -5.03 -1.10 -2.40  0.071
O -2.38 -1.01 -2.34  -0.363
H 0.51 2.39 -4.23  -0.061
C -1.07 4.34 -0.72  -0.307
H -2.43 3.30 0.35  0.070
Te 3.54 3.84 -0.92  0.244
Te 3.90 3.55 -3.60  0.196
H -2.12 -3.09 6.78  0.073

---

ORCA calculation (ωB97M-V/def2-TZVPD) on a cluster of 3 separate species, C22H40BrClN3O3 in total at a distorted geometry.

Properties
energy relative to the best compared isomer or geometry (same formula, charge and spin): 0.0 kJ/mol
Kohn-Sham gap: 0.2993 hartree
highest occupied orbital energy: -11.448 eV
LUMO level: -3.303 eV
charge: +1
largest force on an atom: 0.040 Eh/bohr

Last column: Löwdin charge in e.
Cartesian coordinates (Å):
H 2.11 4.64 -1.05  0.062
H -1.26 2.62 5.31  0.098
Br 1.75 0.26 3.01  0.894
C 0.07 -0.10 2.06  -0.715
H -1.79 6.77 -0.86  0.126
C -1.03 4.89 0.00  -0.195
H 3.21 -6.32 -0.38  0.117
H 0.19 2.52 1.89  0.122
C 0.38 0.00 0.55  -0.748
Cl 1.07 -1.46 -0.15  0.758
C 2.59 -5.64 0.21  -0.169
H -1.76 0.37 4.41  0.138
C -0.71 2.16 4.49  0.058
C -1.72 -3.23 -4.96  -0.197
C -0.39 -1.48 2.54  -0.241
N -1.02 0.90 2.40  -0.051
H -0.03 -1.81 3.52  0.099
H 1.75 -3.74 2.14  0.090
C -2.14 2.58 -0.52  -0.135
H 0.16 7.38 -1.91  0.127
H -1.38 -4.09 -2.36  0.116
N 0.29 6.56 -1.33  0.015
H -2.10 -1.99 1.32  0.083
C -1.21 -2.30 1.88  0.044
H -1.49 4.92 1.00  0.112
C 2.58 5.60 -0.81  -0.002
H -2.96 2.38 0.17  0.119
C -1.18 1.12 3.87  -0.134
H -0.64 0.40 -1.13  0.116
C -0.53 -3.88 -3.03  -0.176
H -1.49 2.97 1.98  0.130
H 1.14 0.79 0.42  0.085
N -0.82 0.48 -0.13  -0.001
C 1.51 6.68 -0.59  -0.519
C -0.82 2.17 1.66  -0.084
H 0.49 -6.16 -0.09  0.111
H -0.95 -3.36 1.86  0.083
H -0.66 -1.80 -2.35  0.064
C 3.21 -5.22 1.53  -0.164
O -1.26 -2.03 -4.32  -0.140
H 3.96 -4.44 1.44  0.114
H -0.01 2.43 -0.38  0.141
C 1.99 -4.79 2.33  -0.210
C -0.85 -4.36 -4.43  -0.166
H 0.63 -2.12 -3.53  0.118
H -1.36 -5.33 -4.46  0.116
O 0.89 -5.58 1.86  -0.151
H 3.13 5.91 -1.71  0.093
H -2.96 4.54 -0.79  0.117
H 0.26 2.59 4.22  0.073
H -2.77 -3.38 -4.70  0.119
H 0.36 -4.34 -2.59  0.104
C 1.28 -6.26 0.66  -0.195
H 1.41 -7.32 0.89  0.121
O 1.75 7.56 0.16  0.129
H -0.67 6.94 0.48  0.113
H 3.68 -6.09 2.01  0.119
H -1.92 0.51 2.10  0.192
H 2.11 -4.94 3.40  0.120
C -0.87 6.36 -0.44  -0.201
H 0.07 -4.44 -5.02  0.118
C -0.39 -2.38 -3.24  -0.239
C -0.87 1.95 0.11  -0.304
H 2.39 -4.75 -0.40  0.100
H -2.32 2.03 -1.45  0.119
H 3.24 5.54 0.05  0.082
H -0.02 4.47 0.09  0.092
H -1.64 -3.11 -6.05  0.120
C -1.97 4.08 -0.90  -0.170
H -1.67 4.16 -1.95  0.122

---

ORCA calculation (ωB97M-V/def2-TZVPD) on a structure of composition C22H40F2HfNO8S5 at a distorted geometry.

Properties
Kohn-Sham gap (spin up / spin down): 0.1861 / 0.1891 hartree
spin multiplicity: 2
highest occupied orbital energy (spin up / spin down): -11.935 / -11.935 eV
LUMO level (spin up / spin down): -6.872 / -6.790 eV
charge: +2
largest force on an atom: 0.130 Eh/bohr

Last column: Löwdin charge in e.
Cartesian coordinates (Å):
H 13.53 8.99 16.82  0.122
H 15.71 6.28 15.79  0.095
H 11.88 6.98 6.70  0.058
C 21.22 4.64 8.32  -0.209
H 16.77 1.02 9.14  0.063
H 12.34 2.04 6.76  0.076
C 17.53 1.80 9.10  -0.203
C 12.29 7.98 6.62  -0.220
C 13.82 8.39 14.80  -0.266
O 16.28 5.72 9.20  -0.130
C 15.54 9.52 13.58  -0.111
C 15.89 10.20 14.74  -0.093
O 15.54 6.83 10.81  0.031
H 16.23 1.45 14.91  0.099
H 16.25 9.69 12.78  0.084
S 13.65 8.23 7.80  0.946
H 17.46 0.45 6.35  0.065
S 17.94 2.58 7.45  0.988
C 13.06 2.74 6.35  -0.204
H 13.46 2.75 9.59  0.071
C 15.23 9.98 15.96  -0.039
H 15.48 9.82 9.82  0.047
C 16.24 4.41 16.60  -0.263
H 17.80 8.44 10.86  0.049
C 14.21 2.79 8.80  -0.193
O 14.81 4.74 7.08  -0.699
S 13.57 4.02 7.59  0.966
C 15.73 5.23 15.55  0.006
H 18.59 10.03 10.73  0.073
H 15.18 3.04 9.22  0.028
H 16.70 10.90 14.59  0.096
H 15.52 10.77 8.35  0.048
H 16.60 11.27 9.61  0.068
H 11.43 8.63 6.72  0.074
C 14.17 9.06 15.95  -0.015
C 16.14 10.39 9.16  -0.199
F 12.67 7.65 14.82  0.049
H 13.47 7.74 10.08  0.026
H 15.47 10.51 16.87  0.108
H 20.90 3.60 8.21  0.049
S 17.54 9.29 8.58  0.989
C 15.50 4.72 14.25  -0.070
H 17.26 2.58 9.82  0.045
O 17.10 7.92 8.03  -0.711
C 15.76 3.34 14.01  -0.096
S 19.96 5.87 8.87  0.921
H 16.88 2.40 17.06  0.116
H 14.36 1.83 8.32  0.050
H 21.56 5.05 7.37  0.056
C 19.54 5.25 10.50  -0.205
C 16.47 3.06 16.31  -0.032
H 15.17 5.30 13.39  0.071
O 18.70 5.77 7.99  -0.695
H 20.42 5.45 11.11  0.074
H 19.36 8.62 10.09  0.037
H 19.46 4.18 10.35  0.055
C 12.83 7.44 9.25  -0.197
C 17.03 1.45 6.25  -0.187
H 18.43 1.34 9.51  0.058
O 16.20 4.90 11.10  0.008
O 14.70 7.26 7.32  -0.702
N 15.98 5.84 10.35  -0.635
H 14.50 7.91 12.77  0.082
H 18.66 5.75 10.89  0.053
H 12.78 8.07 5.64  0.058
C 14.55 8.58 13.61  -0.028
H 12.54 3.18 5.50  0.060
H 17.34 1.75 5.25  0.055
H 12.78 6.35 9.26  0.050
C 18.38 9.09 10.22  -0.197
H 13.94 2.23 5.95  0.041
C 16.22 2.52 15.07  -0.088
H 15.94 1.47 6.25  0.034
H 22.09 4.64 8.98  0.070
H 11.82 7.83 9.35  0.074
F 16.57 4.88 17.81  0.074
O 17.18 3.93 7.36  -0.722
Hf 16.64 6.11 6.81  1.818
H 15.51 2.94 13.04  0.076

---

ORCA calculation (ωB97M-V/def2-TZVPD) on a cluster of 7 separate species, C22H40F3O9 in total at a distorted geometry.

Properties
Kohn-Sham gap: 0.2593 hartree
highest occupied orbital energy: -4.872 eV
LUMO level: 2.184 eV
charge: -1
largest force on an atom: 0.021 Eh/bohr

Last column: Löwdin charge in e.
Cartesian coordinates (Å):
C -0.15 -0.96 -5.81  -0.493
C 2.86 -3.23 -0.86  -0.019
C 0.56 0.42 -0.85  -0.522
C 1.03 1.61 0.03  -0.251
H -4.01 0.10 4.13  0.081
O -1.85 -4.76 -8.57  0.058
C 1.17 -1.61 -6.12  -0.019
C -2.48 -1.28 3.57  -0.503
C -1.54 4.05 4.61  -0.028
H -1.55 -0.45 -4.29  0.087
H -1.50 4.49 3.62  0.077
H 5.37 -1.97 1.19  0.081
H -1.19 6.85 4.85  0.083
H 3.56 1.13 6.04  0.080
H -4.65 -3.89 -7.61  0.082
H 2.36 -3.89 -0.15  0.086
H 1.28 2.24 5.22  0.080
H 3.47 -3.83 -1.54  0.080
H 0.68 1.77 3.62  0.059
H 1.37 -1.55 -7.19  0.079
O 2.33 2.01 -0.40  0.000
C -2.43 -2.46 -8.65  -0.021
H 2.86 -0.48 5.80  0.078
F 1.33 0.22 -1.93  0.110
O 0.19 4.45 6.19  0.051
H -2.22 -1.81 -7.80  0.056
H -0.69 -1.98 -4.01  0.091
O 0.51 3.93 2.11  -0.039
C 2.55 0.88 4.17  -0.486
H -3.35 -2.13 -9.14  0.086
H -1.61 -2.39 -9.36  0.085
H -3.52 -3.56 -6.28  0.083
C -3.68 -4.15 -7.18  -0.025
O -1.53 -1.73 4.18  0.055
H 2.95 1.44 0.06  0.078
C 1.19 1.41 4.52  -0.008
H 4.42 -3.43 1.50  0.083
H -3.16 -1.63 1.57  0.084
F -0.72 0.48 -1.27  0.121
H -4.26 -2.21 2.83  0.077
H 1.97 -1.11 -5.57  0.087
H -0.59 6.80 6.53  0.072
H 5.53 -3.37 0.11  0.079
F 0.65 -0.73 -0.10  0.093
H -3.68 -5.21 -6.92  0.078
C -1.23 6.31 5.80  -0.033
O 3.53 -1.05 -0.23  0.086
H -2.91 0.69 2.85  0.080
O -0.83 -0.46 -6.69  0.042
H -2.26 6.31 6.16  0.075
H 1.14 -2.66 -5.82  0.084
H -0.81 2.69 -0.55  0.103
C -2.97 0.12 3.78  -0.021
H 0.63 3.68 -0.38  0.114
C -3.22 -2.11 2.54  -0.029
H 2.10 -2.70 -1.43  0.070
C 0.10 2.82 0.02  -0.052
H -1.09 3.06 4.55  0.052
H 4.34 -0.01 4.93  0.071
O -1.21 2.52 1.96  -0.068
C -2.58 -3.88 -8.18  -0.506
O 2.97 0.87 3.03  0.067
C 3.38 0.34 5.31  -0.032
H 0.59 0.61 4.96  0.087
H 0.14 -0.42 -3.76  0.067
C 4.84 -2.79 0.73  -0.023
H -2.36 0.62 4.53  0.074
H 1.11 1.24 1.04  0.139
C -0.23 3.14 1.49  -0.753
H -2.76 -3.10 2.48  0.075
H -2.58 3.96 4.94  0.087
C 3.72 -2.23 -0.13  -0.494
C -0.77 4.88 5.59  -0.493
C -0.59 -0.95 -4.37  -0.014